{
  "formula": "C44H31Cl5CoF9N3O2P",
  "method": "ωB97M-V/def2-TZVPD",
  "gap_ha": [0.1916, 0.1989],
  "homo_ev": [-4.0595, -4.2166],
  "max_force_ha_per_bohr": 0.0258,
  "e_tot_ev": -188685.276,
  "multiplicity": 2,
  "relative_energy_ev": 1.037,
  "charge": -1,
  "s2": 0.770,
  "elements": ["Co", "Cl", "Cl", "Cl", "Cl", "Cl", "P", "F", "F", "F", "F", "F", "F", "F", "F", "F", "O", "O", "N", "N", "N", "C", "C", "C", "C", "C", "C", "C", "C", "C", "C", "C", "C", "C", "C", "C", "C", "C", "C", "C", "C", "C", "C", "C", "C", "C", "C", "C", "C", "C", "C", "C", "C", "C", "C", "C", "C", "C", "C", "C", "C", "C", "C", "C", "C", "H", "H", "H", "H", "H", "H", "H", "H", "H", "H", "H", "H", "H", "H", "H", "H", "H", "H", "H", "H", "H", "H", "H", "H", "H", "H", "H", "H", "H", "H", "H"],
  "xyz": [[0.15, -0.10, 0.57], [1.65, -2.99, -0.85], [4.30, -4.15, 0.19], [1.64, 0.57, 3.23], [4.32, -0.57, 4.20], [5.65, -2.96, 2.72], [-1.94, -0.47, -1.27], [0.19, -4.68, -6.16], [-1.42, -5.90, -5.35], [-1.86, -4.31, -6.74], [-7.44, 2.96, -2.98], [-7.84, 2.81, -0.85], [-3.80, -4.95, 3.74], [-5.00, -5.79, 2.14], [-8.48, 1.23, -2.20], [-2.91, -6.34, 2.33], [1.38, 0.65, -0.67], [1.38, 4.85, -0.79], [-1.09, -0.36, 1.98], [-0.31, 1.68, 0.77], [0.40, 2.57, 0.09], [-1.27, 0.89, -2.71], [-1.67, -1.81, -2.52], [-4.38, 0.09, -2.69], [2.93, 4.77, -2.53], [3.55, -1.26, 2.82], [-1.98, 2.20, -3.11], [-2.49, -3.58, -3.95], [-0.42, -1.94, -3.12], [-2.74, -1.94, -0.06], [-7.47, 2.10, -1.94], [-3.77, -5.30, 2.42], [-3.05, -0.34, 3.96], [2.33, -0.77, 2.35], [-4.23, 0.88, -0.44], [2.13, 4.10, -1.61], [2.91, 2.00, -2.52], [-1.24, -3.67, -4.56], [-1.30, 1.94, 1.57], [-1.24, 2.82, -4.30], [-5.62, 0.69, -2.81], [2.33, -2.32, 0.59], [2.12, 2.69, -1.59], [3.70, 4.06, -3.44], [-1.76, 0.80, 2.28], [-3.40, -4.15, 1.54], [-4.32, -3.14, 1.34], [-3.66, 0.18, -1.50], [-1.83, -2.97, 0.19], [-2.30, -1.49, 3.71], [-2.07, 3.23, -1.99], [-2.76, 0.81, 3.25], [1.28, 1.92, -0.68], [-0.19, -2.87, -4.13], [1.66, -1.27, 1.23], [-2.69, -2.67, -2.93], [-6.16, 1.40, -1.75], [-1.07, -4.63, -5.69], [3.68, 2.67, -3.44], [4.16, -2.31, 2.15], [3.54, -2.84, 1.03], [-2.14, -4.07, 0.96], [-5.46, 1.50, -0.55], [-1.34, -1.44, 2.72], [-3.99, -2.05, 0.54], [-1.75, 3.72, -4.66], [-3.65, -2.63, -2.43], [-0.26, 1.14, -2.39], [-0.22, 3.10, -4.01], [-6.18, 0.61, -3.74], [0.39, -1.31, -2.79], [4.31, 4.60, -4.16], [2.93, 5.85, -2.53], [-1.17, 0.31, -3.63], [-2.99, 1.97, -3.44], [-3.96, -0.43, -3.54], [4.27, 2.12, -4.16], [0.78, -2.96, -4.58], [-5.30, -3.21, 1.80], [-2.56, 2.82, -1.11], [-0.74, -2.32, 2.49], [-3.83, -0.36, 4.70], [-3.30, 1.73, 3.44], [-2.63, 4.11, -2.31], [-1.17, 2.10, -5.12], [-3.68, 0.95, 0.49], [-3.29, -4.23, -4.27], [-5.88, 2.05, 0.27], [-1.42, -4.87, 1.11], [0.78, 4.24, -0.28], [-4.74, -1.28, 0.40], [-1.69, 2.95, 1.70], [-1.07, 3.56, -1.70], [-0.83, -2.89, -0.24], [2.88, 0.92, -2.50], [-2.46, -2.40, 4.26]]
}